61
Properties=species:S:1:pos:R:3:mulliken_charge:R:1 method="wB97M-V/def2-TZVPD" total_charge=-2 homo_ev="-1.348 / -1.338" energy_ha=-8956.85385 gap_ev="4.98 / 4.97" e_above_lowest_kj_mol=65.5 multiplicity=2
Co 0.89 0.03 -0.85 0.49
S -0.29 -3.54 2.32 -0.79
Sb 1.74 -2.39 2.59 0.33
S 1.99 1.20 0.75 -0.47
S 0.56 -0.17 1.35 -0.22
S 3.33 -3.30 1.21 -0.76
Cl -2.88 2.10 -6.57 -0.23
C -1.67 1.66 -5.42 0.35
C -2.01 1.36 -4.11 -0.09
Cl -3.66 1.43 -3.62 -0.21
C -1.04 1.00 -3.19 0.70
Cl -1.46 0.63 -1.55 -0.18
C 0.34 0.94 -3.51 -0.21
O 1.25 0.64 -2.69 -0.76
C 0.65 1.25 -4.87 0.19
Cl 2.31 1.17 -5.33 -0.22
C -0.32 1.60 -5.79 0.09
Cl 0.13 1.97 -7.42 -0.22
N 0.45 -10.66 -1.79 -0.59
C 0.65 -9.52 -1.77 0.17
C 0.90 -8.12 -1.77 0.56
C 1.58 -7.53 -2.84 -0.86
C 1.81 -6.17 -2.84 -0.44
C 1.36 -5.39 -1.78 0.66
C 0.70 -5.96 -0.69 -0.01
C 0.46 -7.32 -0.70 -0.95
N 1.59 -4.00 -1.79 0.31
C 2.68 -3.35 -2.35 -0.21
C 2.54 -2.05 -2.03 -0.89
N 1.38 -1.86 -1.31 0.18
C 0.83 -3.05 -1.19 -0.60
H 1.93 -8.15 -3.66 0.40
H 2.32 -5.71 -3.67 0.42
H 0.43 -5.35 0.18 0.24
H -0.04 -7.78 0.15 0.45
H 3.49 -3.89 -2.80 0.40
H 3.21 -1.23 -2.22 0.47
H -0.06 -3.27 -0.62 0.53
C -0.91 5.02 1.22 -1.25
As -0.88 3.07 1.53 0.58
C -2.80 2.96 2.00 -1.27
C -0.15 3.00 3.38 -1.51
C -0.56 4.11 4.28 0.56
C 0.16 5.30 4.34 -0.34
C -0.26 6.35 5.13 -0.53
C -1.41 6.24 5.89 -0.43
C -2.13 5.06 5.85 -0.59
C -1.71 4.01 5.06 -0.28
H -1.47 5.57 1.98 0.31
H -1.38 5.17 0.24 0.39
H 0.11 5.41 1.17 0.32
H -3.10 3.72 2.71 0.39
H -3.01 1.97 2.41 0.31
H -3.37 3.08 1.08 0.40
H 0.94 2.96 3.25 0.55
H -0.46 2.03 3.76 0.51
H 1.06 5.39 3.74 0.37
H 0.33 7.26 5.16 0.36
H -1.74 7.07 6.51 0.36
H -3.03 4.95 6.45 0.36
H -2.28 3.08 5.04 0.40